<P>
Here is a single C4H11NS molecule from the OMol25 dataset. Energies are from wB97M-V/def2-TZVPD.

Multiplicity ... 1
SMILES ... CCCSCN
Highest occupied orbital energy ... -8.44 eV
HOMO-LUMO gap ... 9.393 eV

XYZ file:
```
17
C4H11NS, DFT wB97M-V/def2-TZVPD
C -1.74370 -0.16571 -0.91212
C -0.69208 0.91258 -1.23800
C 0.01970 1.54642 -0.01118
S 0.34337 0.48700 1.38993
H -1.24682 -0.81460 -0.20227
H -2.05146 -0.74403 -1.79023
H -2.63196 0.26018 -0.44847
H 0.07315 0.47653 -1.89661
H -1.15236 1.69537 -1.85669
H -0.63105 2.36634 0.32758
H 0.96526 1.99784 -0.33857
C 1.28939 -1.12927 0.31439
N 0.91877 -2.18447 -0.60579
H 1.63549 -1.57389 1.24198
H 2.03876 -0.46008 -0.08394
H 0.64899 -1.74770 -1.48243
H 0.09504 -2.61033 -0.19061
```

<Q>
Here is a molecular structure, C4H11NS from the OMol25 dataset. Energies are from wB97M-V/def2-TZVPD.

Multiplicity ... 1
Highest occupied orbital energy ... -8.73 eV
HOMO-LUMO gap ... 8.277 eV

XYZ file:
```
17
C4H11NS, DFT wB97M-V/def2-TZVPD
C 2.37888 0.60713 0.82252
C -2.00392 -0.35691 -1.30056
C -1.54311 0.07602 1.05156
C 1.89304 -0.03734 -0.52964
N -1.00354 0.08189 -0.33263
S 0.72329 -1.41932 -0.46505
H 3.33281 1.21772 0.65505
H 1.60913 0.96456 1.51643
H 2.69446 -0.31051 1.32282
H -2.49162 0.52653 -1.65935
H -1.55504 -0.92912 -2.13229
H -2.76338 -1.05094 -0.89907
H -1.43682 -0.92089 1.55474
H -1.14233 0.86362 1.61916
H -2.59918 0.28581 0.96234
H 2.72431 -0.23456 -1.19537
H 1.18304 0.63633 -0.99066
```

Short version: <P> is the most stable of them.

<P>
Here is 2 unconnected molecules or ions with the total composition C4H11NS from the OMol25 dataset. Energies are from wB97M-V/def2-TZVPD.

Multiplicity ... 1
Highest occupied orbital energy ... -6.72 eV
HOMO-LUMO gap ... 6.608 eV

XYZ file:
```
17
C4H11NS, DFT wB97M-V/def2-TZVPD
C -0.49192 1.26811 -2.12115
S -1.88980 0.52215 -1.16531
H -0.42053 0.89151 -3.13958
H -0.68793 2.33427 -2.13689
H 0.47160 1.05101 -1.63300
C 0.78811 -1.68688 0.00374
C 0.78823 -0.93169 1.31869
C -0.44246 1.17738 1.13926
N -0.42729 -0.09954 1.41844
H -0.24191 -2.05825 -0.11465
H 0.99979 -0.98517 -0.79952
H 1.45458 -2.53361 -0.11256
H 0.76211 -1.59163 2.19441
H 1.59253 -0.21156 1.47064
H -1.38474 1.68334 1.28974
H 0.47988 1.65428 0.83614
H -1.35025 -0.48372 1.55160
```

<Q>
Here is 2 unconnected molecules or ions with the total composition C4H11NS from the OMol25 dataset. Energies are from wB97M-V/def2-TZVPD.

Multiplicity ... 1
SMILES ... C=CN.CSC
Highest occupied orbital energy ... -8.27 eV
HOMO-LUMO gap ... 9.251 eV

XYZ file:
```
17
C4H11NS, DFT wB97M-V/def2-TZVPD
C 2.01735 -0.99536 -1.34286
S 2.24681 0.59247 -0.40874
C 2.78164 1.58616 -1.80953
H 2.82384 -1.29276 -2.00522
H 1.74556 -1.75530 -0.60781
H 1.12716 -0.79426 -1.94085
H 2.78242 2.58679 -1.37105
H 2.00947 1.55369 -2.58144
H 3.77731 1.39795 -2.22007
C -2.19959 -0.03553 1.78027
C -3.50339 -0.26449 1.56966
N -4.11525 -1.49038 1.24861
H -1.52106 -0.41634 1.00703
H -1.64345 0.54158 2.50110
H -4.17689 0.45057 2.05036
H -3.45215 -2.04491 0.71428
H -4.93928 -1.32651 0.67211
```

<R>
Here is a single C4H11NS molecule from the OMol25 dataset. Energies are from wB97M-V/def2-TZVPD.

Multiplicity ... 1
SMILES ... CCNCCS
Highest occupied orbital energy ... -8.38 eV
HOMO-LUMO gap ... 9.386 eV

XYZ file:
```
17
C4H11NS, DFT wB97M-V/def2-TZVPD
C -0.27653 -0.79247 1.13752
N 0.57074 -0.45353 0.02969
C 0.37455 0.79997 -0.65391
C -0.80081 0.91280 -1.65524
S -1.06468 2.72635 -2.01502
C 0.47674 -1.72528 2.06901
H -0.46328 0.17181 1.61216
H -1.21399 -1.19722 0.74132
H 0.99626 -1.14400 -0.56027
H 1.30037 1.01938 -1.18590
H 0.11675 1.55582 0.07498
H -0.60216 0.53817 -2.65347
H -1.74594 0.57601 -1.24059
H 0.17363 2.79506 -2.52495
H 1.00323 -2.46602 1.47224
H 1.24815 -1.08998 2.50935
H -0.09301 -2.22686 2.84308
```

Short version: <R> is the most stable of them.

<P>
Here is a molecular structure, C3H6O2 from the OMol25 dataset. Energies are from wB97M-V/def2-TZVPD.

Multiplicity ... 1
Highest occupied orbital energy ... -8.83 eV
HOMO-LUMO gap ... 9.798 eV

XYZ file:
```
11
C3H6O2, DFT wB97M-V/def2-TZVPD
C -1.50347 0.52504 0.09397
C -0.06467 -0.80013 0.29571
O 0.98586 0.05248 0.61551
C 2.00696 0.00304 -0.22182
O 1.88750 -0.68649 -1.19624
H -1.18380 0.98616 -0.82956
H -2.48919 0.05066 -0.03743
H -1.50573 1.27112 0.90842
H -0.18295 -1.27479 -0.67304
H -0.87385 -0.69024 1.02966
H 2.92332 0.56316 0.01482
```

<Q>
Here is 2 unconnected molecules or ions with the total composition C3H6O2 from the OMol25 dataset. Energies are from wB97M-V/def2-TZVPD.

Multiplicity ... 1
Highest occupied orbital energy (alpha / beta) ... -8.40 / -8.56 eV
HOMO-LUMO gap (alpha / beta) ... 7.705 / 8.249 eV

XYZ file:
```
11
C3H6O2, DFT wB97M-V/def2-TZVPD
C 0.59977 -0.41300 -1.38432
O 1.11438 0.00407 -0.28797
C 0.56635 0.14874 0.91390
C -0.62628 -0.54254 1.31608
O -1.13101 -0.44477 2.42267
H -0.40499 -0.81582 -1.42119
H -0.74356 1.47148 -1.12070
H 1.27044 -0.42135 -2.23249
H -0.79346 1.58255 -0.37520
H 1.21510 0.65895 1.61231
H -1.06674 -1.22831 0.55690
```

<R>
Here is 2 unconnected molecules or ions with the total composition C3H6O2 from the OMol25 dataset. Energies are from wB97M-V/def2-TZVPD.

Multiplicity ... 1
SMILES ... O=CO.C=C
Highest occupied orbital energy ... -9.74 eV
HOMO-LUMO gap ... 10.540 eV

XYZ file:
```
11
C3H6O2, DFT wB97M-V/def2-TZVPD
C 1.38019 -0.10639 -2.31212
C 1.42013 -1.36145 -1.85419
H 2.25105 0.49744 -2.50394
H 0.34700 0.20344 -2.46334
H 2.26256 -1.66250 -1.22606
H 0.68283 -2.14531 -1.96460
O -1.64919 2.18428 1.91393
C -1.48888 1.01605 2.07136
O -1.76669 0.30579 3.19039
H -1.07405 0.29382 1.35683
H -2.36495 0.77483 3.79175
```

<S>
Here is a molecular structure, C3H6O2 from the OMol25 dataset. Energies are from wB97M-V/def2-TZVPD.

Multiplicity ... 1
Highest occupied orbital energy ... -9.97 eV
HOMO-LUMO gap ... 10.882 eV

XYZ file:
```
11
C3H6O2, DFT wB97M-V/def2-TZVPD
O -1.07109 1.27281 0.77346
C -0.28656 0.13171 0.62868
C -0.53468 -0.88751 -0.49005
O 0.88102 -1.08914 -0.61341
C 1.11984 0.17801 0.01888
H -1.09626 1.73239 -0.07579
H -0.25185 -0.35124 1.60830
H -1.08350 -1.81145 -0.28945
H -0.94541 -0.39096 -1.38513
H 1.95972 0.17649 0.71627
H 1.24980 0.96727 -0.74086
```

Short version: <R> is the most stable of them.

<P>
Here is a single C3H6O2 molecule from the OMol25 dataset. Energies are from wB97M-V/def2-TZVPD.

Multiplicity ... 1
SMILES ... OC[C@H]1CO1
Highest occupied orbital energy ... -9.77 eV
HOMO-LUMO gap ... 10.820 eV

XYZ file:
```
11
C3H6O2, DFT wB97M-V/def2-TZVPD
O 1.40216 -0.51087 0.47913
C 0.18867 -0.24752 1.13038
C -0.78957 -0.06529 -0.04712
C -0.09864 0.74966 -1.03156
O -0.23653 -0.78608 -1.13375
H 0.99258 -1.00722 -0.33633
H -0.05931 -1.08491 1.79173
H 0.17506 0.68380 1.71923
H -1.86627 -0.10357 0.03861
H 0.78232 1.30349 -0.65584
H -0.48679 1.07590 -1.97244
```

<Q>
Here is 2 unconnected molecules or ions with the total composition C3H6O2 from the OMol25 dataset. Energies are from wB97M-V/def2-TZVPD.

Multiplicity ... 1
SMILES ... C=CO.C=O
Highest occupied orbital energy ... -9.29 eV
HOMO-LUMO gap ... 9.644 eV

XYZ file:
```
11
C3H6O2, DFT wB97M-V/def2-TZVPD
O -1.45335 1.23368 -1.56248
C -0.50239 1.95521 -1.38130
H -0.34554 2.45619 -0.41454
H 0.23571 2.12873 -2.18008
C 1.19974 -1.49981 1.02680
C -0.07916 -1.25924 0.79196
O -0.61764 -0.00343 0.84147
H 1.54792 -2.52131 0.99358
H 1.86710 -0.69483 1.30250
H -0.79908 -2.04331 0.57242
H -1.05330 0.24812 0.00966
```

<R>
Here is a single C3H6O2 molecule from the OMol25 dataset. Energies are from wB97M-V/def2-TZVPD.

Multiplicity ... 1
SMILES ... C[C@H](O)C=O
Highest occupied orbital energy ... -10.00 eV
HOMO-LUMO gap ... 10.623 eV

XYZ file:
```
11
C3H6O2, DFT wB97M-V/def2-TZVPD
C 0.71367 1.37529 -0.13294
C 0.40436 -0.08277 0.38815
C -0.91821 -0.50505 -0.15827
H 1.59457 1.90739 0.34727
H 1.25673 1.10182 -1.20852
H -0.29903 2.01458 -0.26765
H 0.34533 -0.01706 1.55622
H 2.12329 -0.82625 0.31183
H -0.75342 -1.52918 -0.83759
O 1.27593 -1.00991 -0.12120
O -1.95923 0.08789 0.06080
```

Short version: <R> is the most stable of them.

<P>
Here is 2 unconnected molecules or ions with the total composition C3H6O2 from the OMol25 dataset. Energies are from wB97M-V/def2-TZVPD.

Multiplicity ... 1
SMILES ... C=CO.C=O
Highest occupied orbital energy ... -8.51 eV
HOMO-LUMO gap ... 8.524 eV

XYZ file:
```
11
C3H6O2, DFT wB97M-V/def2-TZVPD
O 2.64498 0.22217 -0.13238
C 2.00702 1.27895 0.04128
H 1.34756 1.81911 -0.67131
H 2.38945 1.89582 0.83538
C -2.24173 -0.65962 -0.03704
C -0.95635 -0.95895 -0.17543
O -0.03676 -0.18515 0.40440
H -3.02080 -0.93272 -0.74158
H -2.45599 -0.37071 0.99451
H -0.59588 -1.78417 -0.79582
H 0.91850 -0.32474 0.27798
```

<Q>
Here is a single C3H6O2 molecule from the OMol25 dataset. Energies are from wB97M-V/def2-TZVPD.

Multiplicity ... 1
Highest occupied orbital energy ... -8.73 eV
HOMO-LUMO gap ... 9.129 eV

XYZ file:
```
11
C3H6O2, DFT wB97M-V/def2-TZVPD
O -1.44368 -0.17746 -0.96001
C -0.84164 -0.20911 0.57698
C 0.53070 -0.54962 0.24880
C 1.48081 0.52510 0.05200
O 2.69275 0.43606 0.00332
H -1.47988 0.75503 -1.24878
H -1.44425 -0.98737 1.03895
H -1.09147 0.78639 0.95215
H -0.35862 -0.52197 -1.07680
H 0.91739 -1.51564 0.56270
H 0.98963 1.52185 -0.13040
```

Short version: <P> is the most stable of them.

<P>
Here is a single C3H6O2 molecule from the OMol25 dataset. Energies are from wB97M-V/def2-TZVPD.

Multiplicity ... 1
SMILES ... C=CC(O)O
Highest occupied orbital energy ... -10.24 eV
HOMO-LUMO gap ... 11.129 eV

XYZ file:
```
11
C3H6O2, DFT wB97M-V/def2-TZVPD
C 1.49580 -0.08065 -0.69940
C 0.93555 -0.30186 0.47864
C -0.83777 -0.08894 0.53177
O -1.18698 1.31231 0.43926
O -1.32341 -0.88574 -0.52645
H 2.52797 -0.12814 -0.58873
H 1.02974 0.41602 -1.64610
H 1.49569 -0.59661 1.40595
H -1.28308 -0.45672 1.50634
H -0.55626 1.74063 -0.20559
H -2.29723 -0.93031 -0.69570
```

<Q>
Here is a single C3H6O2 molecule from the OMol25 dataset. Energies are from wB97M-V/def2-TZVPD.

Multiplicity ... 1
SMILES ... C[C@@H](O)C=O
Highest occupied orbital energy ... -10.50 eV
HOMO-LUMO gap ... 11.286 eV

XYZ file:
```
11
C3H6O2, DFT wB97M-V/def2-TZVPD
C 1.24685 -0.32570 0.04967
C -0.05593 0.46319 0.20082
O -0.20339 1.39787 -0.82976
C -1.24016 -0.47855 0.22856
O -2.13566 -0.40539 -0.58105
H 2.10246 0.29651 0.32298
H 1.25826 -1.22422 0.67736
H 1.35889 -0.62300 -0.99701
H -0.05435 0.97599 1.17831
H -1.02976 1.16181 -1.28562
H -1.24722 -1.23850 1.03574
```

Short version: <Q> is the most stable of them.